No. 1
Below is C5H9N3O as an isolated structure in a non-equilibrium geometry, with properties calculated with wB97M-V/def2-TZVPD.

## Properties
relative energy (zero: lowest compared OMol25 entry of this formula, charge and spin): 869.63 kJ/mol
DFT total energy: -11840.395 eV
orbital gap: 9.34 eV
net charge: 0
E_LUMO: 0.5354 eV

Element x y z (Å)
C: -0.081 2.000 0.235
C: -0.727 0.740 0.031
C: -0.015 -0.328 0.668
C: 0.301 -1.665 0.126
C: 2.674 -0.340 -0.332
H: -0.854 2.931 0.051
H: 0.674 2.261 -0.889
H: 0.327 2.174 1.254
H: -3.812 -0.523 -0.343
H: -2.144 -1.547 -0.154
H: 0.287 -0.149 1.714
H: -0.015 -1.867 -1.009
H: 0.231 -2.683 0.410
H: 3.666 -1.241 -0.407
N: -2.090 0.692 -0.234
N: -2.578 -0.611 -0.716
N: 1.356 -0.699 0.242
O: 2.800 0.856 -0.649

Atomic forces in eV per Å
C -0.2 5.8 -3.8
C -6.6 -0.2 0.1
C 3.1 -0.8 0.5
C 0.1 -0.5 -4.6
C -1.4 1.7 -0.2
H 1.5 -2.5 0.6
H -1.7 -1.0 4.1
H 0.6 -0.3 -1.1
H 5.0 -0.7 -1.5
H -1.5 3.4 -1.5
H -1.7 -0.1 0.1
H 0.4 1.3 2.0
H 0.4 -0.6 2.1
H -3.5 2.5 0.3
N 4.8 -1.6 -0.9
N -3.4 -0.8 4.1
N 3.2 -2.1 -1.2
O 0.9 -3.6 0.8

natural (NBO) population analysis, charges in e, atoms 1 to 2: number 1, C, carries -0.653; number 2, C, carries 0.134

---

No. 2
Below is one molecule with the formula C9H14N2O in a non-equilibrium geometry, with properties calculated with wB97M-V/def2-TZVPD.

## Properties
relative energy (zero: lowest compared OMol25 entry of this formula, charge and spin): 567.51 kJ/mol
DFT total energy: -14581.700 eV
orbital gap: 9.74 eV
net charge: 0
SMILES: CC[C@@H](C)c1nccnc1OC
E_LUMO: 0.8099 eV

Element x y z (Å)
C: -1.431 -0.262 2.072
C: -2.067 0.262 0.796
C: -1.579 -0.476 -0.350
C: -2.510 -0.446 -1.652
C: -0.094 -0.642 -0.409
N: 0.413 -1.797 -0.151
C: 1.705 -2.104 -0.087
C: 2.600 -0.994 0.075
N: 2.039 0.190 -0.040
C: 0.721 0.471 -0.254
O: 0.183 1.756 -0.278
C: 1.053 2.983 -0.134
H: -1.996 0.199 2.942
H: -1.022 -1.487 2.102
H: -0.232 0.088 2.100
H: -3.292 0.270 0.962
H: -1.898 1.288 0.600
H: -1.887 -1.356 0.231
H: -2.413 -0.970 -2.484
H: -3.599 -0.311 -1.153
H: -2.242 0.541 -2.266
H: 2.039 -3.056 0.074
H: 3.541 -1.074 0.118
H: 0.548 4.046 -0.289
H: 2.048 3.012 -0.726
H: 1.394 3.264 1.024

Atomic forces in eV per Å
C 4.4 -0.6 1.1
C -3.2 2.0 1.8
C -2.2 -4.4 -1.9
C -0.7 6.7 4.4
C -1.2 2.6 0.9
N 0.5 -3.6 -1.1
C 0.2 4.7 1.0
C -9.6 -1.0 -2.0
N -0.8 3.5 0.1
C 3.2 -0.1 0.0
O 2.0 0.9 -0.1
C 1.6 2.0 2.3
H 1.1 -1.3 -0.6
H -2.4 3.2 0.0
H -3.2 -0.1 0.3
H 2.9 -0.6 -0.8
H 0.3 1.6 0.8
H 0.4 -1.6 -1.8
H 0.4 -4.1 -2.7
H 2.3 -0.5 -1.9
H -0.9 -0.9 1.8
H 0.4 -2.6 0.2
H 7.2 -0.4 0.7
H 0.0 -2.9 -0.6
H -2.0 -0.7 0.7
H -0.8 -1.8 -2.6

natural (NBO) population analysis, charges in e, atoms 1 to 2: number 1, C, carries -0.643; number 2, C, carries -0.407

---

no.,M (g mol⁻¹),HOMO (eV)
1,127.1,-8.81
2,166.2,-8.93